Formula: C24H29BiBr2ClF6N4O9S3Si
Source: the OMol25 dataset
Level of theory: the ωB97M-V functional and the def2-TZVPD basis

The geometry in XYZ format:
```
80
C24H29BiBr2ClF6N4O9S3Si | the OMol25 dataset | the ωB97M-V functional and the def2-TZVPD basis
Bi -0.151 0.705 0.481
Br -1.213 -3.136 1.328
C 0.611 -3.515 1.750
Br 1.763 -3.732 0.198
H 0.647 -4.444 2.300
H 0.984 -2.675 2.322
C 1.464 1.924 1.534
Si 3.030 1.830 0.567
C 2.447 1.945 -1.221
N 1.397 0.936 -1.525
C 1.923 -0.437 -1.729
C 2.719 -0.598 -3.022
C 1.880 -0.172 -4.225
C 1.351 1.245 -4.008
C 0.571 1.323 -2.700
C 3.997 0.268 0.879
C 3.648 -0.610 1.907
C 4.406 -1.750 2.155
C 5.532 -2.017 1.393
C 5.901 -1.147 0.371
C 5.136 -0.019 0.117
C 4.173 3.281 0.906
C 5.336 3.139 1.666
C 6.083 4.247 2.050
C 5.679 5.521 1.679
C 4.531 5.684 0.914
C 3.788 4.575 0.536
H 1.074 2.944 1.515
H 1.554 1.599 2.569
H 3.262 1.925 -1.953
H 1.966 2.925 -1.322
H 1.059 -1.106 -1.753
H 2.537 -0.718 -0.873
H 3.031 -1.643 -3.102
H 3.633 0.002 -2.979
H 1.024 -0.851 -4.325
H 2.463 -0.240 -5.145
H 0.683 1.541 -4.820
H 2.183 1.955 -3.998
H -0.279 0.634 -2.741
H 0.167 2.319 -2.531
H 2.775 -0.411 2.517
H 4.113 -2.431 2.945
H 6.123 -2.904 1.588
H 6.786 -1.347 -0.221
H 5.427 0.650 -0.689
H 5.661 2.149 1.968
H 6.977 4.115 2.648
H 6.250 6.386 1.992
H 4.208 6.677 0.623
H 2.886 4.723 -0.051
O 0.442 0.512 4.626
Cl -0.419 -0.203 3.722
O -1.359 -1.019 4.416
O -1.134 0.766 2.867
O 0.396 -1.025 2.811
C -0.507 -3.399 -4.269
C -0.752 -2.772 -2.968
N -0.944 -2.280 -1.949
H -0.897 -4.415 -4.272
H 0.565 -3.433 -4.463
H -0.995 -2.826 -5.055
F -4.978 -1.501 -0.771
C -4.765 -0.530 -1.654
F -4.308 -1.093 -2.784
F -5.908 0.074 -1.931
S -3.472 0.688 -1.055
O -2.265 0.267 -1.728
O -3.998 1.982 -1.379
N -3.219 0.395 0.500
S -4.412 0.751 1.539
O -5.702 0.788 0.900
O -4.231 -0.004 2.734
C -4.192 2.525 2.048
F -4.715 3.333 1.129
F -4.871 2.680 3.190
F -2.931 2.882 2.249
O -1.040 4.507 -1.740
S -1.539 3.838 -0.545
N -0.916 2.587 -0.108
```

Summary:
Charge: -1
ΔE to the lowest compared entry with this formula, charge and spin: 0.0 kcal/mol
Highest occupied orbital energy: -0.249 Ha